[1]
DFT (ωB97M-V with the def2-TZVPD basis set) results for a 2-piece molecular cluster, CH7N2O2PS overall at a distorted geometry.

Summary:
- Maximum force: 4.1 eV Å⁻¹
- Frontier orbital gap: 8.86 eV
- ΔE to the lowest compared entry with this formula, charge and spin: 20.44 kcal/mol
- Energy: -28346.2138 eV

CARTESIAN COORDINATES (ANGSTROEM)
C: 0.605 1.567 0.025
N: -1.086 -1.599 -1.358
N: -0.377 -0.634 -1.949
O: -1.709 2.420 0.553
O: -0.871 0.444 1.765
P: 0.945 -0.855 -2.802
S: -1.132 1.066 0.252
H: 1.009 1.606 1.121
H: 1.070 0.735 -0.350
H: 0.832 2.451 -0.519
H: -0.936 -2.538 -1.535
H: -1.967 -1.342 -0.879
H: -0.986 1.198 2.461
H: 1.375 0.474 -2.854

Forces on atoms 1 to 2 (eV/Å):
C -0.1 -0.2 3.6
N -0.9 2.5 0.2

These are the natural (NBO) partial charges, in e, on atoms 1 to 5: -0.818, -0.591, -0.594, -0.969, -0.919

***

[2]
DFT (ωB97M-V with the def2-TZVPD basis set) results for a 2-piece molecular cluster, C3H8N3 overall at a distorted geometry.

Summary:
- Maximum force: 7.7 eV Å⁻¹
- Frontier orbital gap: 10.98 eV
- ΔE to the lowest compared entry with this formula, charge and spin: 113.03 kcal/mol
- Energy: -7700.3772 eV
- Total charge: +1

CARTESIAN COORDINATES (ANGSTROEM)
C: -0.822 -0.449 0.084
C: 1.407 0.778 -0.235
C: 1.727 -0.663 0.019
N: 0.370 -0.181 -0.117
N: -1.579 -1.475 0.374
N: -1.907 1.233 0.009
H: 1.350 1.545 0.567
H: 1.468 1.412 -1.200
H: 2.245 -1.010 -0.949
H: 2.211 -0.982 0.972
H: -1.222 -2.387 0.367
H: -2.549 -1.424 0.733
H: -2.746 0.861 -0.407
H: -2.131 1.353 0.968

Forces on atoms 1 to 2 (eV/Å):
C -5.8 5.0 0.8
C -0.8 3.9 -0.1

These are the natural (NBO) partial charges, in e, on atoms 1 to 5: 0.729, -0.193, -0.240, -0.391, -0.763

***

[3]
DFT (ωB97M-V with the def2-TZVPD basis set) results for C21H18N5O2PtSe as an isolated structure.

Summary:
- Maximum force: 0.1 eV Å⁻¹
- Frontier orbital gap (spin up / spin down): 6.70 / 4.54 eV
- ΔE to the lowest compared entry with this formula, charge and spin: 0.00 kcal/mol
- Energy: -102200.7485 eV
- Total charge: +1
- Spin multiplicity: 3

CARTESIAN COORDINATES (ANGSTROEM)
Pt: 0.069 -2.366 -1.561
O: 1.188 0.993 4.064
C: 0.052 0.590 3.774
O: -1.077 1.004 4.083
C: 0.038 -0.528 2.697
C: -1.171 -0.881 2.100
C: -1.138 -1.647 0.949
N: 0.030 -2.070 0.475
C: 1.202 -1.755 1.017
C: 1.241 -0.987 2.166
C: 2.363 -2.155 0.172
C: 3.649 -2.239 0.669
C: 4.685 -2.606 -0.178
C: 4.405 -2.876 -1.505
C: 3.097 -2.771 -1.946
N: 2.094 -2.420 -1.138
C: -2.283 -1.947 0.043
C: -3.596 -1.920 0.473
C: -4.614 -2.202 -0.427
C: -4.288 -2.502 -1.737
C: -2.956 -2.510 -2.109
N: -1.970 -2.240 -1.250
H: -2.077 -0.460 2.516
H: 2.158 -0.639 2.624
H: 3.829 -2.032 1.714
H: 5.695 -2.685 0.200
H: 5.179 -3.168 -2.199
H: 2.829 -2.969 -2.974
H: -3.812 -1.694 1.507
H: -5.645 -2.195 -0.102
H: -5.048 -2.733 -2.470
H: -2.652 -2.737 -3.120
C: -0.320 3.554 -3.035
N: -0.239 3.789 -1.594
C: -0.433 4.984 -0.986
C: -0.257 4.787 0.357
N: 0.035 3.478 0.540
C: 0.276 2.850 1.845
C: 0.052 2.846 -0.659
Se: 0.434 1.074 -1.005
H: -0.581 4.494 -3.513
H: -1.084 2.810 -3.244
H: 0.639 3.205 -3.406
H: -0.674 5.879 -1.533
H: -0.321 5.478 1.179
H: 0.336 3.632 2.596
H: 1.211 2.298 1.831
H: -0.549 2.190 2.099

Forces on atoms 1 to 2 (eV/Å):
Pt 0.0 -0.1 0.0
O 0.0 0.0 0.0

These are the natural (NBO) partial charges, in e, on atoms 1 to 5: 0.495, -0.726, 0.725, -0.727, -0.053

***

[4]
DFT (ωB97M-V with the def2-TZVPD basis set) results for one molecule with the formula C5H5BrN2 at a distorted geometry.

Summary:
- Maximum force: 4.2 eV Å⁻¹
- Frontier orbital gap (spin up / spin down): 6.28 / 6.29 eV
- ΔE to the lowest compared entry with this formula, charge and spin: 111.14 kcal/mol
- Energy: -78282.5213 eV

CARTESIAN COORDINATES (ANGSTROEM)
C: -2.037 1.968 -0.416
C: 0.253 1.494 0.050
C: -2.384 0.799 0.013
C: 1.318 -1.398 -0.694
C: 0.502 -0.998 0.358
N: -0.699 2.324 -0.325
N: 0.055 0.278 0.383
Br: -3.660 -0.403 0.080
H: -2.642 2.749 -0.827
H: 1.082 2.114 0.493
H: 1.666 -2.412 -0.825
H: 1.557 -0.718 -1.420
H: 0.301 -1.603 1.239

Forces on atoms 1 to 2 (eV/Å):
C 3.0 -0.1 0.0
C -0.9 2.2 1.2

These are the natural (NBO) partial charges, in e, on atoms 1 to 5: -0.135, 0.279, -0.041, -0.431, -0.010

***

[5]
DFT (ωB97M-V with the def2-TZVPD basis set) results for a 15-piece molecular cluster, C16H59ClNO18P overall at a distorted geometry.

Summary:
- Maximum force: 2.8 eV Å⁻¹
- Frontier orbital gap: 8.14 eV
- Energy: -77703.3748 eV

CARTESIAN COORDINATES (ANGSTROEM)
C: 3.627 1.219 2.216
C: 2.949 0.210 1.631
C: 3.615 -0.982 0.934
O: 4.325 -0.986 0.000
O: 3.281 -2.147 1.521
C: 1.965 -2.547 1.042
C: 1.508 -3.867 1.645
C: -0.028 -3.919 1.531
C: -0.486 -4.003 0.063
C: -1.684 -3.114 -0.290
C: -1.466 -1.617 -0.075
C: -2.800 -0.884 -0.141
O: -3.466 -0.929 -1.399
C: -2.617 -0.839 -2.534
C: -2.735 0.547 0.438
C: -1.644 1.463 -0.137
C: -2.281 2.669 -0.825
C: -3.238 2.388 -1.957
Cl: -1.023 3.857 -1.344
N: -2.543 0.405 1.907
P: -4.066 0.071 2.701
C: -3.581 -1.246 3.872
O: -4.462 1.384 3.615
H: 4.411 1.721 1.646
H: 3.344 1.465 3.228
H: 1.869 0.218 1.666
H: 2.026 -2.671 -0.038
H: 1.202 -1.805 1.253
H: 1.962 -4.702 1.130
H: 1.823 -3.948 2.685
H: -0.416 -3.059 2.075
H: -0.353 -4.814 2.054
H: 0.329 -3.863 -0.625
H: -0.811 -5.029 -0.099
H: -1.996 -3.356 -1.300
H: -2.491 -3.400 0.383
H: -1.131 -1.504 0.951
H: -0.681 -1.192 -0.697
H: -3.451 -1.411 0.556
H: -1.758 -0.194 -2.404
H: -2.332 -1.841 -2.840
H: -3.189 -0.439 -3.365
H: -3.734 0.963 0.298
H: -0.906 0.955 -0.746
H: -1.104 1.865 0.716
H: -2.851 3.186 -0.062
H: -2.753 2.024 -2.854
H: -3.727 3.318 -2.202
H: -4.014 1.677 -1.695
H: -2.245 1.299 2.297
H: -4.440 -1.763 4.276
H: -2.896 -0.918 4.649
H: -3.024 -1.951 3.263
H: -5.071 1.947 3.118
O: -3.632 4.199 -4.469
H: -2.698 4.439 -4.473
H: -4.091 5.045 -4.415
O: 5.597 3.318 2.419
H: 5.523 3.005 3.328
H: 6.538 3.528 2.326
O: 1.709 -0.498 -2.550
H: 1.793 0.461 -2.580
H: 2.523 -0.787 -2.119
O: 3.361 -3.446 3.984
H: 3.865 -3.167 3.208
H: 3.599 -2.802 4.660
O: 1.582 -5.684 -1.086
H: 2.497 -5.952 -1.238
H: 1.109 -6.011 -1.860
O: -6.546 -0.314 -0.617
H: -5.641 -0.605 -0.794
H: -7.047 -0.633 -1.376
O: -1.402 4.842 -6.511
H: -0.493 4.545 -6.631
H: -1.855 4.557 -7.311
O: 2.018 2.731 -2.998
H: 2.303 3.636 -3.158
H: 1.066 2.795 -2.874
O: -1.042 7.756 -1.218
H: -1.126 6.850 -0.897
H: -0.954 7.658 -2.174
O: 6.065 1.206 0.363
H: 5.880 0.313 0.659
H: 6.268 1.134 -0.576
O: 2.608 -7.547 1.713
H: 1.722 -7.475 1.340
H: 2.546 -7.077 2.552
O: 7.730 4.354 0.854
H: 7.580 3.830 0.059
H: 7.451 5.244 0.615
O: -1.933 -6.102 2.461
H: -2.262 -6.757 1.834
H: -1.991 -6.544 3.316
O: 1.717 9.038 -1.996
H: 2.412 8.400 -1.802
H: 0.906 8.606 -1.698

Forces on atoms 1 to 2 (eV/Å):
C 0.1 -0.8 -1.1
C 0.2 -0.3 -0.3

These are the Mulliken partial charges, in e, on atoms 1 to 5: -1.057, -0.035, 0.786, -0.576, -0.325

***

[6]
DFT (ωB97M-V with the def2-TZVPD basis set) results for C31H55As3ClN2O11SSeTi as an isolated structure at a distorted geometry.

Summary:
- Maximum force: 1.3 eV Å⁻¹
- Frontier orbital gap: 7.27 eV
- ΔE to the lowest compared entry with this formula, charge and spin: 94.53 kcal/mol
- Energy: -352878.8371 eV
- Total charge: -1

CARTESIAN COORDINATES (ANGSTROEM)
Ti: -0.217 -0.189 -0.288
Cl: -0.553 7.324 1.586
C: -0.825 5.687 1.025
C: -2.160 5.273 0.744
C: -2.427 4.026 0.286
C: -1.369 3.057 0.068
O: -1.600 1.942 -0.431
C: -0.042 3.497 0.423
C: 1.035 2.627 0.301
O: 1.000 1.386 0.102
C: 0.204 4.828 0.862
H: -2.964 5.983 0.897
H: -3.440 3.718 0.061
H: 2.035 3.061 0.423
H: 1.220 5.138 1.078
C: 3.056 -4.499 -0.888
As: 3.544 -2.834 0.031
C: 5.474 -3.071 -0.232
C: 3.385 -3.615 1.835
C: 3.559 -2.662 3.026
C: 4.796 -1.782 2.786
C: 2.326 -1.804 3.301
As: 1.547 -0.481 2.067
C: 0.347 0.259 3.415
C: 2.925 0.906 2.265
C: 3.860 -3.478 4.305
As: 2.629 -4.701 5.267
C: 1.381 -3.434 6.103
C: 1.391 -5.397 3.922
H: 3.568 -5.344 -0.424
H: 3.343 -4.436 -1.938
H: 1.978 -4.650 -0.828
H: 5.826 -3.968 0.282
H: 6.029 -2.205 0.125
H: 5.656 -3.180 -1.303
H: 4.135 -4.410 1.888
H: 2.403 -4.087 1.858
H: 4.656 -1.132 1.919
H: 5.679 -2.402 2.606
H: 4.998 -1.145 3.650
H: 2.527 -1.210 4.198
H: 1.469 -2.442 3.499
H: 0.905 0.514 4.317
H: -0.427 -0.476 3.626
H: -0.118 1.157 3.006
H: 3.536 0.685 3.138
H: 2.431 1.864 2.418
H: 3.559 0.976 1.381
H: 4.149 -2.786 5.105
H: 4.748 -4.089 4.112
H: 1.940 -2.608 6.545
H: 0.854 -3.956 6.902
H: 0.652 -3.038 5.398
H: 1.928 -5.969 3.166
H: 0.800 -4.612 3.451
H: 0.714 -6.074 4.445
O: -0.072 -1.997 -0.296
Se: -0.356 -3.425 0.915
O: -0.483 -2.635 2.348
O: -1.349 -0.096 1.106
O: -1.826 -3.966 0.473
C: 1.875 -1.609 -4.069
S: 1.042 -1.930 -2.528
C: -0.589 -2.223 -3.234
O: 1.069 -0.515 -1.912
H: 1.450 -0.709 -4.513
H: 1.742 -2.475 -4.719
H: 2.931 -1.461 -3.849
H: -1.352 -1.796 -2.589
H: -0.713 -3.306 -3.279
H: -0.662 -1.768 -4.219
C: -2.104 0.040 -6.375
C: -3.325 0.773 -5.827
C: -3.048 1.549 -4.531
C: -4.368 2.110 -3.974
C: -4.172 2.958 -2.719
C: -2.142 2.713 -4.872
O: -2.416 3.531 -5.735
N: -0.998 2.784 -4.149
C: -0.556 1.881 -3.141
O: 0.504 2.174 -2.610
N: -1.298 0.780 -2.860
C: -2.479 0.591 -3.473
O: -3.174 -0.404 -3.242
H: -2.332 -0.436 -7.330
H: -1.779 -0.738 -5.681
H: -1.269 0.727 -6.537
H: -4.124 0.061 -5.617
H: -3.687 1.495 -6.561
H: -4.999 1.251 -3.746
H: -4.846 2.693 -4.765
H: -3.615 2.403 -1.959
H: -5.135 3.247 -2.292
H: -3.618 3.875 -2.937
H: -0.378 3.562 -4.318
C: -4.297 -0.031 0.976
C: -3.383 -1.139 0.505
C: -3.948 -1.971 -0.617
O: -2.176 -0.489 -0.011
H: -5.184 -0.470 1.438
H: -3.794 0.603 1.705
H: -4.600 0.585 0.126
H: -3.048 -1.773 1.325
H: -3.292 -2.815 -0.820
H: -4.080 -1.364 -1.512
H: -4.920 -2.355 -0.295

Forces on atoms 1 to 2 (eV/Å):
Ti 0.4 -0.3 -1.2
Cl 0.0 -0.1 0.0

These are the Mulliken partial charges, in e, on atoms 1 to 5: 0.697, -0.271, -0.022, -0.682, -0.954

***

[7]
DFT (ωB97M-V with the def2-TZVPD basis set) results for a 2-piece molecular cluster, C13H25I2N6O overall.

Summary:
- Maximum force: 0.4 eV Å⁻¹
- Frontier orbital gap: 8.50 eV
- Energy: -41068.4491 eV
- Total charge: +1

CARTESIAN COORDINATES (ANGSTROEM)
C: 3.578 -6.035 -1.579
C: 2.045 -6.025 -1.588
C: 1.435 -4.955 -2.505
N: 0.725 -3.915 -1.748
C: 0.864 -2.621 -1.982
N: 1.665 -2.057 -2.921
C: 1.529 -0.761 -2.749
N: 0.671 -0.444 -1.771
C: 0.253 0.800 -1.249
I: -1.475 1.581 -2.116
C: 0.918 1.419 -0.267
C: 0.548 2.735 0.331
I: 2.559 0.463 0.595
N: 0.233 -1.668 -1.280
N: -0.651 -1.837 -0.220
C: -2.045 -2.068 -0.686
C: -2.955 -2.108 0.535
H: 3.960 -7.031 -1.360
H: 3.971 -5.366 -0.814
H: 3.987 -5.722 -2.540
H: 1.660 -7.006 -1.866
H: 1.694 -5.843 -0.568
H: 0.742 -5.399 -3.220
H: 2.214 -4.443 -3.065
H: 0.137 -4.195 -0.978
H: 2.044 0.009 -3.301
H: 0.105 3.389 -0.419
H: 1.417 3.216 0.769
H: -0.182 2.578 1.129
H: -0.617 -0.985 0.336
H: -2.067 -3.014 -1.226
H: -2.349 -1.274 -1.369
H: -3.782 -2.796 0.377
H: -2.406 -2.447 1.415
H: -3.373 -1.126 0.753
C: -1.928 4.972 2.500
O: -1.290 3.929 2.487
N: -1.485 6.122 3.026
C: -2.286 7.331 3.025
C: -0.161 6.148 3.626
H: -2.943 5.046 2.079
H: -1.782 8.130 2.478
H: -2.474 7.671 4.044
H: -3.241 7.131 2.545
H: 0.601 5.889 2.890
H: -0.096 5.432 4.445
H: 0.033 7.149 4.005

Forces on atoms 1 to 2 (eV/Å):
C -0.1 0.0 0.1
C 0.0 0.1 0.2

These are the natural (NBO) partial charges, in e, on atoms 1 to 5: -0.608, -0.414, -0.218, -0.556, 0.581

***

[8]
DFT (ωB97M-V with the def2-TZVPD basis set) results for a 7-piece molecular cluster, C12H38O7 overall at a distorted geometry.

Summary:
- Maximum force: 2.9 eV Å⁻¹
- Frontier orbital gap: 10.56 eV
- ΔE to the lowest compared entry with this formula, charge and spin: 106.28 kcal/mol
- Energy: -27388.5888 eV

CARTESIAN COORDINATES (ANGSTROEM)
C: -4.645 2.255 2.074
C: -3.793 3.514 2.045
O: -3.073 3.619 0.772
H: -5.044 1.968 3.047
H: -4.121 1.394 1.660
H: -5.544 2.320 1.460
H: -3.182 3.733 2.921
H: -4.446 4.383 1.974
H: -3.685 3.823 0.060
C: -4.525 -1.688 -3.771
C: -3.323 -2.628 -4.052
O: -2.351 -1.908 -4.791
H: -5.159 -1.497 -4.637
H: -4.270 -0.719 -3.341
H: -5.151 -2.220 -3.056
H: -3.658 -3.514 -4.592
H: -2.830 -3.000 -3.154
H: -1.444 -2.169 -4.620
C: 0.879 -0.944 -1.056
C: -0.356 -0.313 -0.364
O: 0.090 0.679 0.535
H: 1.303 -1.569 -0.270
H: 1.657 -0.216 -1.288
H: 0.558 -1.463 -1.959
H: -0.764 -1.195 0.130
H: -1.049 0.054 -1.120
H: -0.595 1.344 0.442
C: 3.704 6.881 -0.652
C: 3.022 5.829 -1.506
O: 1.579 5.959 -1.381
H: 3.100 7.786 -0.603
H: 4.753 7.094 -0.859
H: 3.808 6.495 0.362
H: 3.313 4.853 -1.119
H: 3.431 5.836 -2.516
H: 1.176 5.117 -1.160
C: 0.277 -2.918 4.092
C: -1.245 -2.598 4.315
O: -1.342 -1.243 4.536
H: 0.906 -2.913 4.982
H: 0.744 -2.108 3.532
H: 0.552 -3.871 3.639
H: -1.580 -3.158 5.188
H: -1.806 -2.966 3.456
H: -0.872 -0.753 3.857
C: 5.080 -0.269 2.575
O: 6.281 -0.612 1.915
H: 5.135 0.560 3.281
H: 4.216 -0.142 1.922
H: 4.856 -1.104 3.239
H: 6.611 -1.408 2.337
C: 2.495 -5.755 -2.984
O: 1.328 -5.528 -3.812
H: 3.202 -5.036 -3.398
H: 2.437 -5.477 -1.932
H: 2.798 -6.800 -3.050
H: 0.558 -5.793 -3.304

Forces on atoms 1 to 2 (eV/Å):
C -0.2 -0.6 0.0
C -1.3 1.0 -1.8

These are the natural (NBO) partial charges, in e, on atoms 1 to 5: -0.647, -0.070, -0.744, 0.219, 0.215

***

[9]
DFT (ωB97M-V with the def2-TZVPD basis set) results for C18H14I3N2O2PrS3Sb as an isolated structure at a distorted geometry.

Summary:
- Maximum force: 3.3 eV Å⁻¹
- Frontier orbital gap (spin up / spin down): 7.19 / 6.28 eV
- ΔE to the lowest compared entry with this formula, charge and spin: 22.12 kcal/mol
- Energy: -103386.7087 eV
- Spin multiplicity: 4

CARTESIAN COORDINATES (ANGSTROEM)
Pr: -1.668 -0.351 -0.427
I: 1.389 -2.861 -2.800
C: 3.504 -2.527 -2.633
I: 4.424 -2.276 -0.749
H: 3.764 -1.652 -3.203
H: 3.990 -3.457 -2.937
S: -4.568 -0.524 -0.370
Sb: -4.042 -1.302 -2.646
S: -2.804 -2.789 -1.241
S: -2.191 0.079 -3.192
C: 2.379 1.112 -2.669
C: 1.979 2.331 -3.130
C: 0.810 2.960 -2.634
C: 0.080 2.230 -1.671
N: 0.411 0.996 -1.321
C: 1.512 0.477 -1.797
C: -1.055 2.998 -1.061
C: -1.181 4.353 -1.221
C: -2.230 5.046 -0.643
C: -3.093 4.355 0.170
C: -2.946 2.990 0.232
N: -1.991 2.291 -0.366
H: 3.288 0.690 -2.964
H: 2.478 2.818 -3.955
H: 0.499 3.907 -3.110
H: 1.789 -0.467 -1.322
H: -0.438 4.984 -1.789
H: -2.272 6.078 -0.716
H: -3.904 4.804 0.718
H: -3.643 2.370 0.788
I: 1.536 -5.463 6.027
C: 0.919 -4.091 4.670
C: 1.809 -3.661 3.734
C: 1.468 -2.686 2.830
C: 0.188 -2.183 2.931
C: -0.778 -2.664 3.815
C: -0.361 -3.601 4.769
C: -0.234 -1.185 1.881
O: -1.390 -0.554 2.023
O: 0.425 -0.994 0.850
H: 2.831 -4.095 3.703
H: 2.134 -2.371 2.012
H: -1.739 -2.170 3.898
H: -1.077 -3.944 5.515

Forces on atoms 1 to 2 (eV/Å):
Pr 0.3 0.1 0.4
I 0.3 -0.1 0.1

These are the natural (NBO) partial charges, in e, on atoms 1 to 5: 0.978, 0.225, -0.738, 0.135, 0.216